Entry 1:
16
Properties=species:S:1:pos:R:3:forces:R:3:lowdin_charge:R:1 method="wB97M-V/def2-TZVPD" charge=0 e_above_lowest_kj_mol=287.26 orbital_gap_ev=10.24 homo_ha=-0.3480
C -0.295336 1.274862 -1.130904 0.33 -0.28 0.42 -0.09
C -0.458378 -0.034933 -0.282108 0.33 -0.58 0.42 -0.25
C -0.232803 -1.221859 -1.168832 -0.01 -0.34 -0.09 -0.14
C 0.404049 -0.662067 1.400948 -0.57 0.71 -1.10 -0.04
C 0.783174 0.655492 1.917375 -0.31 0.70 -0.03 -0.32
O 0.242781 1.656239 1.501407 0.27 0.51 1.01 -0.01
H -1.016345 1.219788 -1.977252 0.25 -0.37 0.54 0.09
H 0.686732 1.367336 -1.606200 0.00 -0.09 0.23 0.08
H -0.519651 2.207843 -0.609323 0.14 -0.37 0.11 0.06
H -1.456847 0.027366 0.164388 0.30 -0.30 -0.07 0.11
H -0.290654 -2.129803 -0.571911 -0.04 -0.23 -0.30 0.07
H -0.950125 -1.269091 -1.995485 0.04 -0.01 0.05 0.08
H 0.772977 -1.140292 -1.596290 -0.14 -0.20 0.02 0.08
H -0.551747 -1.050517 1.738795 -0.16 0.36 0.42 0.08
H 1.140183 -1.449106 1.758007 -0.36 0.68 -1.67 0.10
H 1.626995 0.759207 2.628353 -0.06 -0.20 0.04 0.11


Entry 2:
11
Properties=species:S:1:pos:R:3:forces:R:3:lowdin_charge:R:1 method="wB97M-V/def2-TZVPD" charge=0 e_above_lowest_kj_mol=32.19 orbital_gap_ev="10.05 / 6.80" s_squared=0.755 homo_ha="-0.3351 / -0.3324" multiplicity=2
C 1.212338 1.258250 -1.217032 0.10 -0.69 0.41 -0.46
S 1.765674 0.222012 0.203749 -0.66 0.26 -0.14 0.59
H 2.077614 1.683037 -1.713681 0.09 0.29 0.25 0.02
H 0.564559 1.991155 -0.753587 0.00 0.39 -0.45 0.02
H 0.690202 0.668186 -1.966381 -0.20 -0.05 0.16 0.02
H 0.535414 0.368137 0.877077 1.03 -0.09 -0.34 -0.30
C -1.367624 -1.353718 0.803148 -0.20 0.34 0.79 -0.52
S -1.147908 0.148389 1.805538 -0.22 -0.33 -0.35 0.57
H -0.585200 -2.063222 1.047077 0.04 -0.12 -0.04 0.02
H -1.425989 -1.180547 -0.262979 0.00 0.18 -0.10 0.02
H -2.319081 -1.741678 1.177072 0.01 -0.19 -0.18 0.02


Entry 3:
20
Properties=species:S:1:pos:R:3:forces:R:3:lowdin_charge:R:1 method="wB97M-V/def2-TZVPD" charge=0 e_above_lowest_kj_mol=270.89 orbital_gap_ev=9.01 homo_ha=-0.2967 smiles=CN(C)C(N)(N)NO
C 1.442712 -0.896536 0.663447 -0.02 -0.04 0.01 -0.11
C 1.143578 0.028404 -1.525765 -0.34 -0.01 0.25 -0.11
N 0.791457 0.128366 -0.127762 -0.68 0.99 1.05 -0.20
H -1.290156 -0.769263 -1.200154 -0.35 -0.03 0.67 0.12
H 0.902586 -0.959139 -1.950392 0.02 -0.03 -0.09 0.08
H 1.230925 -1.906953 0.289985 0.08 -0.04 0.03 0.08
H 2.520260 -0.715964 0.636663 0.05 -0.13 -0.04 0.08
H 1.114121 -0.839197 1.697142 0.01 -0.04 -0.06 0.07
H 2.221474 0.179203 -1.618122 -0.05 -0.03 -0.12 0.09
H 0.634235 0.794300 -2.110754 0.08 0.00 -0.02 0.07
C -0.642668 0.478069 0.225482 1.65 -0.41 -0.37 -0.66
N -0.755621 0.565378 1.655304 0.23 -0.68 0.12 0.08
N -1.014183 1.732303 -0.387847 -0.17 0.01 -0.39 0.09
O -1.481107 -1.747125 0.473167 0.30 0.07 -0.15 -0.07
N -1.592376 -0.514222 -0.246814 -0.74 -0.11 -0.59 -0.02
H -1.758485 -1.517987 1.371454 0.04 0.01 -0.20 0.08
H -0.124466 1.273220 2.009334 -0.28 0.04 0.06 0.09
H -1.722237 0.738608 1.906052 0.21 0.46 -0.07 0.09
H -0.208436 2.342641 -0.451382 0.01 -0.08 -0.03 0.08
H -1.411613 1.605893 -1.309038 -0.06 0.06 -0.06 0.07


Entry 4:
21
Properties=species:S:1:pos:R:3:forces:R:3:lowdin_charge:R:1 method="wB97M-V/def2-TZVPD" charge=0 e_above_lowest_kj_mol=43.39 orbital_gap_ev=10.59 homo_ha=-0.3555 smiles="CC(C)(C)C#N.NC=O"
C 1.068986 -0.076391 0.074788 -1.50 -0.30 0.61 -0.57
C 1.121221 -0.980581 1.312704 0.03 -0.21 -0.08 -0.06
C 2.383595 0.683267 -0.106938 -0.34 0.38 0.07 -0.05
C 0.751845 -0.919412 -1.167006 -0.01 -0.05 0.08 -0.05
C -0.066940 0.924313 0.391312 2.42 0.75 -0.81 -0.18
N -0.496911 1.977991 0.589471 -0.34 -0.47 0.02 0.15
H 1.545905 -1.651933 -1.316169 0.23 0.14 0.00 0.09
H 0.178879 -1.513016 1.431905 -0.04 0.07 -0.01 0.08
H 1.907040 -1.726753 1.195379 0.15 0.04 0.04 0.09
H 1.299763 -0.391135 2.210474 0.11 -0.03 0.05 0.09
H 3.204091 -0.022635 -0.236463 -0.07 -0.08 -0.02 0.09
H 2.591652 1.302514 0.764399 0.04 0.00 0.03 0.09
H 2.337448 1.337994 -0.977924 0.03 -0.03 -0.01 0.09
H -0.156853 -1.505570 -1.045155 -0.14 0.26 0.05 0.07
H 0.684250 -0.298184 -2.060065 -0.06 -0.02 -0.02 0.09
N -3.189774 1.146065 -0.248369 0.57 0.89 -0.45 0.14
C -2.929123 -0.157421 -0.163316 -0.18 -1.00 2.22 -0.37
O -1.934706 -0.653263 0.379026 -0.87 0.15 -1.26 -0.05
H -2.424981 1.797363 -0.083203 -0.20 -0.11 0.18 0.05
H -4.061291 1.513067 -0.586744 0.01 -0.29 -0.15 0.10
H -3.814094 -0.786279 -0.358107 0.17 -0.07 -0.54 0.13


Entry 5:
69
Properties=species:S:1:pos:R:3:forces:R:3:lowdin_charge:R:1 method="wB97M-V/def2-TZVPD" charge=+3 e_above_lowest_kj_mol=363.28 orbital_gap_ev=2.04 homo_ha=-0.6607
In 8.573800 5.310980 -5.010100 -0.14 0.72 -0.19 1.33
C 8.778900 8.933230 0.552550 -1.07 0.42 0.81 -0.06
O 8.841240 8.213910 -0.671230 -0.85 -0.09 -2.37 -0.18
P 7.889200 8.496490 -1.973290 1.02 1.09 2.53 0.53
O 8.242920 7.561430 -3.081140 -0.47 0.24 0.05 -0.33
O 8.223630 10.081060 -2.315300 -1.25 -2.74 0.15 -0.18
C 9.504760 10.416690 -2.812710 1.14 0.90 -0.68 -0.09
O 6.409000 8.479260 -1.344730 2.77 0.26 -0.28 -0.17
C 5.281700 8.091330 -2.072180 -1.66 0.23 -1.75 -0.09
H 7.933000 9.620530 0.566090 0.14 0.21 -0.16 0.10
H 9.705700 9.459420 0.781170 0.10 -0.20 -0.30 0.11
H 8.551160 8.221710 1.346260 0.33 -0.21 0.03 0.11
H 9.390040 11.268660 -3.482860 -0.17 0.21 0.35 0.10
H 10.050510 9.689880 -3.414370 -0.52 -0.71 0.21 0.09
H 10.172280 10.688350 -1.994950 -0.14 0.15 0.18 0.11
H 4.666760 8.958190 -2.314050 0.03 0.26 0.38 0.11
H 4.629150 7.386430 -1.557020 0.55 -0.06 0.33 0.11
H 5.550980 7.716270 -3.059560 0.18 -0.47 0.06 0.06
C 10.898270 7.215880 -11.017860 0.66 1.46 -1.64 -0.08
O 10.600920 6.686770 -9.749910 -1.77 -0.74 1.76 -0.16
P 9.079890 6.571410 -9.223070 -0.05 1.42 -3.37 0.49
O 8.904510 6.027320 -7.881450 0.30 -1.08 1.56 -0.29
O 8.328080 5.673350 -10.394380 1.33 2.34 1.59 -0.17
C 8.039840 4.302260 -10.172140 -0.81 -0.61 0.82 -0.06
O 8.490480 8.084550 -9.354110 0.41 -1.85 0.11 -0.19
C 9.088250 9.142170 -8.561010 0.17 0.78 -0.47 -0.04
H 10.305300 8.086630 -11.297670 -0.60 -0.13 0.32 0.10
H 10.816820 6.511940 -11.846080 0.06 -0.38 0.34 0.11
H 11.901310 7.641480 -10.988030 0.21 -0.57 0.19 0.11
H 6.973270 4.277970 -9.948670 -0.28 -0.31 -0.40 0.10
H 8.479880 3.897130 -9.260920 0.54 0.13 -0.14 0.09
H 8.267380 3.683620 -11.040240 0.05 0.39 -0.05 0.12
H 10.036030 8.879830 -8.090910 -0.19 -0.33 0.06 0.10
H 8.379200 9.581410 -7.859280 -0.20 -0.65 0.17 0.07
H 9.288340 9.974060 -9.236310 0.11 -0.17 -0.31 0.11
C 10.921270 1.675550 -1.237800 -0.06 0.27 1.11 -0.04
O 11.813830 1.775900 -2.356890 -1.13 0.57 -1.70 -0.14
P 11.264410 1.959220 -3.860900 1.81 -0.86 -1.26 0.56
O 10.197120 3.022700 -4.033400 0.56 -0.79 0.58 -0.34
O 12.612140 2.257580 -4.723310 -3.06 -2.81 1.53 -0.18
C 13.277630 3.470520 -4.573300 0.44 1.30 -0.58 -0.09
O 10.857650 0.429940 -4.336850 1.53 3.19 0.37 -0.14
C 9.512450 0.055020 -4.279100 -1.01 -1.02 0.40 -0.08
H 9.875370 1.934830 -1.401970 0.07 -0.27 -0.69 0.09
H 11.254810 2.405610 -0.500320 0.33 -0.05 0.03 0.11
H 11.026690 0.689410 -0.785580 0.01 -0.08 -0.17 0.12
H 13.585850 3.684920 -3.550010 0.00 -0.07 -0.03 0.11
H 12.572790 4.206730 -4.959690 0.30 0.67 0.20 0.08
H 14.127040 3.417130 -5.254290 0.05 0.13 0.28 0.12
H 8.907270 0.782410 -3.738010 -0.15 -0.16 -0.18 0.09
H 9.491260 -0.928390 -3.809480 -0.09 0.04 0.39 0.12
H 9.111960 -0.168510 -5.267910 0.06 0.45 -0.37 0.12
C 3.660300 6.880390 -5.384750 -0.88 -1.51 -0.25 -0.09
O 4.234140 8.123230 -5.687820 2.07 1.03 -0.38 -0.16
P 5.567770 8.219060 -6.608500 -0.48 0.38 0.29 0.54
O 6.631900 7.225480 -6.164380 -0.72 0.73 -0.65 -0.32
O 5.003690 8.002440 -8.115420 1.24 1.65 2.10 -0.13
C 5.116210 6.719410 -8.643110 -0.63 -1.74 -1.26 -0.09
O 6.030960 9.750090 -6.563210 -0.79 -2.25 -0.57 -0.18
C 6.784140 10.236550 -5.439940 0.18 -0.05 0.79 -0.06
H 2.761450 6.795490 -5.995460 -0.08 -0.17 -0.10 0.12
H 3.319180 6.748250 -4.357970 0.18 0.80 0.22 0.11
H 4.319840 6.031890 -5.566800 0.16 0.13 -0.26 0.09
H 4.716770 6.651780 -9.655020 0.18 0.83 -0.14 0.12
H 4.421890 6.053530 -8.130650 0.38 -0.40 0.53 0.10
H 6.149430 6.373790 -8.676560 -0.10 -0.12 0.35 0.07
H 7.197530 9.434570 -4.828340 -0.12 -0.35 -0.16 0.05
H 6.105920 10.802730 -4.801530 0.24 0.33 -0.25 0.11
H 7.646860 10.791360 -5.808710 -0.44 0.32 -0.09 0.10